# C47H118N8O11

11 unconnected molecules or ions with the total composition C47H118N8O11 (ωB97M-V/def2-TZVPD, OMol25).

Last column: Mulliken charge in e.
Positions of all 184 atoms, in Å:
C1 0.3348 1.9281 -6.4365  -1.46
C2 1.6846 1.4100 -5.9350  1.51
C3 2.7816 2.1356 -6.8267  -1.88
C4 1.8782 1.8784 -4.4591  -1.30
C5 1.1086 1.0701 -3.4644  -0.70
C6 1.4561 -0.3677 -3.6046  0.19
C7 1.3159 -0.9441 -5.0146  1.33
C8 1.9082 -2.3494 -5.0496  -1.38
C9 -0.2267 -1.2030 -5.2835  -1.45
N1 2.0065 -0.0266 -5.9793  0.10
O1 1.7464 -0.4985 -7.2864  -0.53
H1 -0.4891 1.6096 -5.7107  0.24
H2 0.3545 3.0900 -6.4002  0.40
H3 0.1281 1.5335 -7.4275  0.37
H4 2.5233 3.1808 -6.8861  0.39
H5 3.7796 2.0362 -6.3817  0.41
H6 2.8650 1.8215 -7.8692  0.46
H7 2.9193 1.9126 -4.2086  0.36
H8 1.5508 2.9564 -4.5468  0.40
H9 1.1968 1.3458 -2.4640  0.67
H10 0.0317 1.1714 -3.6271  0.07
H11 0.7117 -0.9373 -3.0515  -0.17
H12 2.4330 -0.6203 -3.1795  -0.16
H13 1.3486 -2.9082 -4.2933  -0.36
H14 3.0289 -2.2993 -4.8870  0.38
H15 1.8502 -2.9455 -5.9714  0.39
H16 -0.7922 -0.3030 -5.0561  0.35
H17 -0.5282 -1.9951 -4.5590  0.18
H18 -0.4953 -1.4841 -6.2824  0.41
H19 2.5859 -0.5336 -7.6950  0.36
C10 -6.2339 -4.1478 0.4022  -1.73
C11 -6.1431 -3.6698 -1.0626  1.33
C12 -7.5271 -3.7983 -1.7738  -1.90
C13 -5.5801 -2.1939 -1.0175  -1.10
C14 -5.0474 -1.7748 -2.4153  -0.62
C15 -4.0204 -2.7084 -2.9809  -0.59
C16 -4.4440 -4.1381 -3.0380  2.04
C17 -5.2719 -4.3791 -4.2300  -1.88
C18 -3.1742 -5.0214 -2.9745  -2.31
N2 -5.0890 -4.4183 -1.7378  1.02
O2 -5.5118 -5.8212 -1.7821  -0.59
H20 -6.7619 -3.3638 0.9733  0.39
H21 -5.2754 -4.3687 0.8181  0.21
H22 -6.7538 -5.0840 0.2903  0.47
H23 -8.2683 -3.3867 -1.1314  0.50
H24 -7.6297 -4.8995 -1.8832  0.40
H25 -7.6056 -3.3259 -2.7110  0.33
H26 -6.3034 -1.4853 -0.6762  0.59
H27 -4.7655 -2.1147 -0.2807  0.08
H28 -4.6872 -0.7493 -2.3342  -0.01
H29 -5.9355 -1.7584 -3.0699  0.43
H30 -3.0982 -2.5920 -2.2983  -0.25
H31 -3.6544 -2.4923 -3.9811  0.59
H32 -5.9205 -3.5011 -4.4175  0.36
H33 -4.7744 -4.4632 -5.1824  0.43
H34 -6.0032 -5.2061 -4.1949  0.29
H35 -2.5144 -4.8690 -3.7857  0.47
H36 -2.6967 -4.7656 -2.0234  0.28
H37 -3.3296 -6.0933 -2.8725  0.42
H38 -4.8241 -6.2972 -1.3265  0.31
C19 0.2870 4.2525 6.0209  -1.67
C20 1.7878 4.3192 5.7369  1.45
C21 2.3805 5.5558 6.4113  -1.93
C22 2.4335 3.0412 6.2555  -1.12
C23 3.8861 2.9606 5.8378  -0.91
C24 3.9828 2.9724 4.3590  -0.26
C25 3.2888 4.1892 3.7135  2.03
C26 4.2220 5.3938 3.7798  -2.04
C27 3.0200 3.9321 2.2299  -1.36
N3 1.9527 4.3556 4.2616  1.57
O3 1.3792 5.6095 3.6878  -0.67
H39 0.0415 4.1021 7.0973  0.41
H40 -0.3212 5.0580 5.5761  0.28
H41 -0.0446 3.3688 5.5452  0.30
H42 1.9733 5.5911 7.4580  0.44
H43 3.4672 5.6540 6.4410  0.27
H44 1.9200 6.3550 5.8706  0.40
H45 2.4481 2.9255 7.3463  0.48
H46 1.8631 2.1387 5.9935  -0.02
H47 4.5582 3.6810 6.2701  0.43
H48 4.4157 1.9994 6.1449  0.54
H49 3.4731 2.1090 4.0236  -0.99
H50 5.0231 2.9518 3.9721  0.53
H51 4.8973 5.3996 2.9128  0.46
H52 4.8958 5.2785 4.5908  0.42
H53 3.6912 6.2813 3.7909  0.40
H54 2.6976 4.8685 1.6933  0.34
H55 2.2972 3.1126 2.1123  -0.67
H56 3.8957 3.5327 1.7356  0.71
H57 0.6699 5.2283 3.0867  0.25
C28 5.0647 -3.8354 -1.9808  -0.84
O4 3.7082 -4.2890 -2.2065  -0.25
C29 3.1339 -4.8919 -1.0304  -0.68
C30 1.8507 -5.5722 -1.4363  0.50
C31 0.7206 -4.6302 -1.8413  1.15
N4 1.4227 -6.5407 -0.3984  -0.59
H58 5.3867 -3.2540 -2.8711  0.25
H59 5.6939 -4.6808 -1.8427  0.39
H60 5.2086 -3.1674 -1.0433  0.26
H61 3.9179 -5.6052 -0.5069  0.30
H62 3.1127 -4.2016 -0.2427  0.18
H63 2.1423 -6.1110 -2.3467  0.17
H64 0.4513 -4.0037 -0.9797  -0.15
H65 -0.1751 -5.1381 -2.2003  0.29
H66 0.9362 -3.9814 -2.6491  -1.12
H67 2.0372 -7.3431 -0.3023  0.27
H68 0.5167 -6.9156 -0.7307  0.25
C32 0.9119 4.3831 -1.6710  -0.82
O5 -0.0408 4.4917 -0.6767  -0.09
C33 -0.1098 5.6597 0.0651  -1.13
C34 -1.2008 5.6557 1.1015  0.95
C35 -1.5169 7.0221 1.6307  -1.82
N5 -0.7862 4.7971 2.1497  0.21
H69 1.8760 4.1531 -1.2033  0.27
H70 1.0002 5.2760 -2.2533  0.55
H71 0.6353 3.5326 -2.3093  -0.02
H72 0.8462 5.8454 0.5625  0.27
H73 -0.2770 6.4505 -0.6655  0.46
H74 -2.0575 5.2839 0.6199  0.20
H75 -1.8205 7.7160 0.8088  0.41
H76 -0.7281 7.5426 2.1806  0.29
H77 -2.3951 6.9468 2.2681  0.43
H78 -0.6052 3.8521 1.7932  -0.38
H79 -1.4856 4.6464 2.8953  0.12
C36 -1.9188 -5.0638 0.9662  -0.35
O6 -1.8422 -4.7825 2.3726  -0.50
C37 -1.5837 -3.4631 2.6689  -0.39
C38 -0.0616 -3.2224 2.4500  2.24
C39 0.8740 -3.9694 3.4250  -1.69
N6 0.1151 -1.7672 2.5030  0.86
H80 -0.9032 -5.1973 0.5052  0.19
H81 -2.4162 -4.1867 0.3827  0.05
H82 -2.5293 -5.9246 0.7304  0.41
H83 -2.1884 -2.7870 2.0197  0.05
H84 -1.9519 -3.2894 3.7068  0.21
H85 0.2426 -3.7251 1.5323  -1.20
H86 1.8223 -4.1771 2.9702  0.31
H87 0.5254 -5.0335 3.6553  0.37
H88 1.0844 -3.5002 4.4248  0.29
H89 1.1231 -1.5806 2.4179  -0.19
H90 -0.2538 -1.3347 1.6316  -0.24
C40 2.8001 -0.5141 3.6232  -0.44
O7 2.9516 -0.7759 2.2054  -0.64
C41 3.3567 0.4149 1.4503  0.25
C42 4.0624 -0.1258 0.1498  0.13
C43 4.4117 0.9644 -0.8676  -1.62
N7 3.1527 -1.0899 -0.5361  0.20
H91 2.4847 -1.4281 4.1327  0.33
H92 2.0207 0.2682 3.7273  -0.12
H93 3.6829 -0.0020 4.0532  0.48
H94 2.5264 1.0888 1.0904  -0.50
H95 4.1225 0.8982 2.0065  0.63
H96 5.0558 -0.5796 0.5110  0.32
H97 3.5187 1.4038 -1.2020  0.06
H98 4.8865 0.4922 -1.7298  0.49
H99 5.2095 1.6162 -0.5341  0.55
H100 2.9467 -1.8329 0.0929  -0.05
H101 3.6058 -1.5750 -1.3140  -0.16
C44 -3.9164 1.8830 3.5565  -0.99
O8 -2.9523 2.0141 2.5233  -0.07
C45 -3.3941 1.2838 1.3368  -0.75
C46 -2.6206 1.8238 0.2152  1.66
C47 -3.0260 1.3993 -1.2245  -1.73
N8 -1.1333 1.6348 0.4006  0.62
H102 -3.4684 2.2230 4.4663  0.21
H103 -4.2344 0.8098 3.6126  0.32
H104 -4.7761 2.4066 3.2555  0.38
H105 -3.2705 0.2019 1.6025  0.04
H106 -4.4404 1.4728 1.1991  0.64
H107 -2.8701 2.9041 0.1352  -0.60
H108 -2.6622 2.1721 -1.8045  0.55
H109 -4.0969 1.2501 -1.4605  0.31
H110 -2.5082 0.5072 -1.6161  0.27
H111 -0.9414 1.5684 1.3775  -0.21
H112 -0.6072 2.3999 -0.0714  -0.57
O9 -0.5393 -0.1084 4.8514  -0.70
H113 -0.4056 -0.6894 4.0961  0.29
H114 0.1549 -0.2079 5.5289  0.24
O10 -0.1286 -1.0089 -0.5617  0.50
H115 0.7590 -0.7097 -0.6581  -0.37
H116 -0.6022 -0.1889 -0.3570  -0.19
O11 0.2807 2.1028 3.0695  0.84
H117 0.4991 2.9757 3.4132  -0.69
H118 -0.0424 1.5731 3.7840  -0.22

DFT total energy = -85089.1016 eV
E_HOMO = -8.418 eV
total charge = 0
LUMO = 0.6 eV
multiplicity = 1
M = 971.51 g mol⁻¹
SMILES = CC1(C)CCCC(C)(C)N1O.CC1(C)CCCC(C)(C)N1O.CC1(C)CCCC(C)(C)N1O.COC[C@H](C)N.COC[C@H](C)N.COC[C@H](C)N.COC[C@H](C)N.COC[C@H](C)N.O.O.O



# C17H33NO3P2Pd

A molecular structure, C17H33NO3P2Pd (ωB97M-V/def2-TZVPD, OMol25).

Last column: Mulliken charge in e.
Positions of all 57 atoms, in Å:
Pd1 0.2430 -0.1950 -0.2977  -0.32
P1 1.1603 -0.6822 -2.3722  1.29
P2 -1.1490 0.4395 2.0222  1.44
N1 1.5203 -1.1678 0.7730  -0.55
H1 0.8172 1.3495 -0.4108  0.00
C1 2.2194 0.5774 -3.1487  -1.34
H2 2.6039 0.1791 -4.0968  0.42
H3 3.0586 0.7973 -2.4779  0.32
H4 1.6503 1.4948 -3.3383  0.33
C2 -0.0291 -1.1259 -3.6707  -1.18
H5 0.5106 -1.3106 -4.6060  0.41
H6 -0.7697 -0.3331 -3.8124  0.24
H7 -0.5530 -2.0366 -3.3621  0.34
C3 2.2299 -2.1382 -2.2601  -1.14
H8 2.6221 -2.3739 -3.2567  0.43
H9 1.6405 -2.9810 -1.8820  0.30
H10 3.0516 -1.9279 -1.5672  0.31
C4 -0.7991 1.8724 3.1159  -1.33
H11 -1.2655 1.8216 4.1093  0.40
H12 -1.0826 2.8150 2.6363  0.39
H13 0.2973 1.8819 3.1902  0.30
C5 -2.9349 0.0391 2.0078  -1.08
H14 -3.3922 0.2679 2.9779  0.36
H15 -3.1308 -1.0073 1.7388  0.40
H16 -3.3856 0.6635 1.2355  0.04
C6 -0.6192 -0.8881 3.2662  -1.25
H17 -1.1352 -0.7495 4.2324  0.44
H18 0.4617 -0.8511 3.4556  0.30
H19 -0.8436 -1.9084 2.9265  0.30
C7 2.4088 -1.9189 1.3256  -0.05
C8 4.6546 -2.2370 2.2730  -0.53
C9 3.7154 -1.4143 1.6852  -0.34
C10 2.1346 -3.3096 1.5985  -0.01
C11 3.0833 -4.1182 2.1905  -0.60
C12 4.3433 -3.5875 2.5307  -0.25
H20 5.6287 -1.8433 2.5373  0.38
H21 3.9082 -0.3575 1.4618  0.44
H22 1.1426 -3.6791 1.3083  0.41
H23 2.8531 -5.1559 2.3908  0.38
H24 5.0891 -4.2337 3.0013  0.36
C13 -2.0774 1.2622 -2.0702  1.30
O1 -1.7622 0.1327 -1.6023  -0.57
C14 -1.0801 2.2344 -2.5752  -1.14
H25 -1.5388 3.2182 -2.6948  0.39
H26 -0.6705 1.8832 -3.5315  0.47
H27 -0.2652 2.3993 -1.8493  0.19
C15 -3.5117 1.6518 -2.1910  -1.79
H28 -3.7564 2.6512 -1.7962  0.34
H29 -4.1336 0.8966 -1.7015  0.33
H30 -3.7715 1.6991 -3.2566  0.44
C16 -3.4060 3.1130 0.7456  -1.46
C17 -1.9860 3.0128 0.3197  0.74
O2 -1.4091 3.9519 -0.2184  -0.71
O3 -1.3940 1.8115 0.4713  -0.32
H31 -3.7610 4.0729 0.3989  0.40
H32 -3.4809 3.0366 1.8313  0.27
H33 -3.9545 2.3051 0.2889  0.34

DFT total energy = -47849.3220 eV
E_HOMO (alpha / beta) = -5.741 / -7.040 eV
total charge = 0
LUMO (alpha / beta) = 0.6 / -1.4 eV
multiplicity = 5
M = 467.82 g mol⁻¹



# C6H10O

C6H10O in the gas phase (ωB97M-V/def2-TZVPD, OMol25).

Last column: Mulliken charge in e.
Positions of all 17 atoms, in Å:
C1 -2.6071 -2.0955 -0.7324  -0.85
C2 -1.4059 -1.6893 -0.3295  0.11
O1 -1.0695 -0.3776 -0.1383  -0.36
C3 0.2496 0.0143 0.0282  0.52
C4 1.2850 -0.6576 -0.4546  -0.96
C5 0.3098 1.3046 0.7987  -0.14
C6 1.5038 2.1848 0.4532  -1.26
H1 -2.8154 -3.1471 -0.8041  0.26
H2 -3.3889 -1.4036 -0.9955  0.27
H3 -0.6273 -2.4030 -0.0729  0.32
H4 1.1768 -1.5586 -1.0323  0.34
H5 2.2885 -0.3142 -0.2935  0.21
H6 -0.6202 1.8412 0.5955  0.29
H7 0.3217 1.0740 1.8685  0.24
H8 1.4370 3.1261 0.9948  0.37
H9 1.5233 2.3988 -0.6131  0.34
H10 2.4387 1.7028 0.7272  0.30

DFT total energy = -8430.1545 eV
E_HOMO = -8.713 eV
total charge = 0
LUMO = 1.1 eV
multiplicity = 1
M = 98.14 g mol⁻¹
SMILES = C=COC(=C)CC
relative energy (zero: lowest compared OMol25 entry of this formula, charge and spin) = 25.0 kcal/mol



Among the records above, which one has the lowest M?
C6H10O



Repeat the third record exactly.
# C6H10O

C6H10O in the gas phase (ωB97M-V/def2-TZVPD, OMol25).

Last column: Mulliken charge in e.
Positions of all 17 atoms, in Å:
C1 -2.6071 -2.0955 -0.7324  -0.85
C2 -1.4059 -1.6893 -0.3295  0.11
O1 -1.0695 -0.3776 -0.1383  -0.36
C3 0.2496 0.0143 0.0282  0.52
C4 1.2850 -0.6576 -0.4546  -0.96
C5 0.3098 1.3046 0.7987  -0.14
C6 1.5038 2.1848 0.4532  -1.26
H1 -2.8154 -3.1471 -0.8041  0.26
H2 -3.3889 -1.4036 -0.9955  0.27
H3 -0.6273 -2.4030 -0.0729  0.32
H4 1.1768 -1.5586 -1.0323  0.34
H5 2.2885 -0.3142 -0.2935  0.21
H6 -0.6202 1.8412 0.5955  0.29
H7 0.3217 1.0740 1.8685  0.24
H8 1.4370 3.1261 0.9948  0.37
H9 1.5233 2.3988 -0.6131  0.34
H10 2.4387 1.7028 0.7272  0.30

DFT total energy = -8430.1545 eV
E_HOMO = -8.713 eV
total charge = 0
LUMO = 1.1 eV
multiplicity = 1
M = 98.14 g mol⁻¹
SMILES = C=COC(=C)CC
relative energy (zero: lowest compared OMol25 entry of this formula, charge and spin) = 25.0 kcal/mol



What did the third record say?
# C6H10O

C6H10O in the gas phase (ωB97M-V/def2-TZVPD, OMol25).

Last column: Mulliken charge in e.
Positions of all 17 atoms, in Å:
C1 -2.6071 -2.0955 -0.7324  -0.85
C2 -1.4059 -1.6893 -0.3295  0.11
O1 -1.0695 -0.3776 -0.1383  -0.36
C3 0.2496 0.0143 0.0282  0.52
C4 1.2850 -0.6576 -0.4546  -0.96
C5 0.3098 1.3046 0.7987  -0.14
C6 1.5038 2.1848 0.4532  -1.26
H1 -2.8154 -3.1471 -0.8041  0.26
H2 -3.3889 -1.4036 -0.9955  0.27
H3 -0.6273 -2.4030 -0.0729  0.32
H4 1.1768 -1.5586 -1.0323  0.34
H5 2.2885 -0.3142 -0.2935  0.21
H6 -0.6202 1.8412 0.5955  0.29
H7 0.3217 1.0740 1.8685  0.24
H8 1.4370 3.1261 0.9948  0.37
H9 1.5233 2.3988 -0.6131  0.34
H10 2.4387 1.7028 0.7272  0.30

DFT total energy = -8430.1545 eV
E_HOMO = -8.713 eV
total charge = 0
LUMO = 1.1 eV
multiplicity = 1
M = 98.14 g mol⁻¹
SMILES = C=COC(=C)CC
relative energy (zero: lowest compared OMol25 entry of this formula, charge and spin) = 25.0 kcal/mol